{
  "formula": "C37H58F32NO6PSi2",
  "method": "the ωB97M-V functional and the def2-TZVPD basis",
  "species": ["C", "C", "C", "C", "C", "C", "C", "C", "C", "C", "C", "C", "C", "C", "C", "C", "Si", "C", "O", "Si", "P", "N", "O", "H", "H", "H", "H", "H", "H", "H", "H", "H", "H", "H", "H", "H", "H", "H", "H", "H", "H", "H", "H", "H", "H", "H", "H", "H", "H", "H", "H", "H", "H", "H", "H", "H", "H", "H", "H", "H", "H", "H", "H", "H", "H", "C", "C", "C", "F", "F", "F", "F", "O", "C", "C", "F", "F", "F", "F", "H", "H", "H", "H", "C", "C", "C", "F", "F", "F", "F", "O", "C", "C", "F", "F", "F", "F", "H", "H", "H", "H", "C", "C", "C", "F", "F", "F", "F", "O", "C", "C", "F", "F", "F", "F", "H", "H", "H", "H", "C", "C", "C", "F", "F", "F", "F", "O", "C", "C", "F", "F", "F", "F", "H", "H", "H", "H"],
  "xyz": [[2.27368, 5.97614, 0.91710], [1.11633, 4.98113, 1.01923], [0.19955, 4.98552, -0.20797], [0.86508, 4.51943, -1.50766], [1.21223, 3.02435, -1.51663], [0.08626, 2.15374, -2.07820], [0.12436, 0.69687, -1.58478], [-0.32066, -0.31385, -2.64785], [0.75739, -0.68157, -3.67866], [2.03814, -1.29493, -3.10871], [1.81714, -2.71012, -2.56760], [2.91396, -3.20501, -1.61018], [2.38998, -4.06193, -0.45463], [2.03984, -3.25630, 0.79529], [1.03140, -2.13113, 0.55895], [0.79333, -1.28378, 1.82291], [-0.43603, -2.06995, 3.00497], [-1.83125, -0.90788, 3.45467], [0.30333, -2.67520, 4.37147], [1.42256, -1.93104, 5.31955], [0.80551, 0.16521, 5.91674], [1.05922, 0.96236, 4.43307], [2.16045, 0.50945, 6.85081], [1.92421, 6.94703, 0.55476], [3.05801, 5.62328, 0.24473], [2.73562, 6.14044, 1.89278], [0.51619, 5.22152, 1.90163], [1.52158, 3.97691, 1.17995], [-0.67871, 4.36009, -0.00573], [-0.16286, 6.00999, -0.34987], [0.17460, 4.71547, -2.33580], [1.75668, 5.12458, -1.69299], [2.12948, 2.85340, -2.08759], [1.42802, 2.68901, -0.49538], [-0.87644, 2.59526, -1.79590], [0.13366, 2.15687, -3.17275], [-0.53365, 0.60833, -0.71451], [1.13953, 0.47551, -1.24480], [-0.71874, -1.21727, -2.17670], [-1.16327, 0.12460, -3.19234], [0.99813, 0.20476, -4.27622], [0.32661, -1.41043, -4.37496], [2.47638, -0.66096, -2.33077], [2.78285, -1.33101, -3.91196], [1.74513, -3.39455, -3.41812], [0.85810, -2.74355, -2.04221], [3.44246, -2.33613, -1.19488], [3.66386, -3.77059, -2.17032], [1.50583, -4.62562, -0.77509], [3.14521, -4.80226, -0.17451], [1.64799, -3.94017, 1.55932], [2.95355, -2.81416, 1.21402], [0.08691, -2.55956, 0.20557], [1.40989, -1.47692, -0.23293], [1.76435, -1.08787, 2.29227], [0.39047, -0.30125, 1.54917], [-1.02437, -3.24426, 2.31616], [-1.77020, -0.52293, 4.47461], [-2.77786, -1.44551, 3.35634], [-1.84642, -0.06348, 2.76125], [1.53123, -2.66057, 6.59762], [2.75440, -1.94944, 4.65222], [1.91844, 0.78759, 3.92614], [0.85785, 1.95283, 4.46780], [2.94440, 0.64921, 6.30985], [4.43142, 1.64345, 9.06228], [4.78686, 0.92726, 10.37032], [4.24250, 1.51393, 11.67863], [4.71889, 2.75860, 11.88150], [4.64791, 0.73401, 12.70364], [6.11820, 0.74531, 10.46566], [4.19822, -0.30350, 10.27874], [5.40286, 2.51794, 8.51653], [5.45499, 3.84403, 8.81770], [6.79824, 4.24656, 9.45042], [7.02544, 3.53982, 10.57191], [6.74504, 5.55767, 9.77181], [4.41887, 4.24318, 9.57111], [5.38288, 4.52732, 7.64586], [4.35700, 0.83968, 8.33305], [3.44864, 2.11061, 9.12506], [3.15019, 1.53993, 11.66031], [7.60729, 4.07725, 8.73792], [-4.93728, 3.25419, -0.91088], [-4.35167, 2.09510, -1.72529], [-3.78615, 2.42267, -3.11012], [-4.75931, 2.91228, -3.90600], [-3.31736, 1.28814, -3.67042], [-5.23752, 1.08605, -1.81732], [-3.27486, 1.64991, -1.00755], [-6.34148, 3.42162, -0.96163], [-6.95811, 4.21711, -1.87935], [-7.96801, 3.44083, -2.74494], [-7.36809, 2.42022, -3.38731], [-8.47332, 4.28502, -3.67251], [-6.08465, 4.89837, -2.64017], [-7.69113, 5.13004, -1.19863], [-4.73461, 2.98761, 0.12525], [-4.40915, 4.18335, -1.12780], [-2.97043, 3.14694, -3.04104], [-8.77458, 3.05630, -2.11921], [-6.60372, 2.48027, -6.72791], [-5.38274, 2.81538, -7.59560], [-5.51808, 3.94462, -8.62382], [-6.45178, 3.64674, -9.54837], [-4.33315, 4.10027, -9.25442], [-4.89665, 1.70845, -8.18684], [-4.44318, 3.27386, -6.71207], [-7.40131, 1.38561, -7.13718], [-8.47429, 1.52268, -7.96135], [-8.32916, 0.68840, -9.24555], [-7.21586, 1.03767, -9.91570], [-9.39838, 0.92603, -10.03696], [-8.75041, 2.80724, -8.24086], [-9.55324, 1.01428, -7.31431], [-6.17982, 2.16346, -5.77677], [-7.20326, 3.37239, -6.54270], [-5.78252, 4.88202, -8.12805], [-8.28917, -0.37249, -8.99330], [4.22581, -9.91723, -0.35023], [3.73613, -8.84500, 0.63267], [2.24285, -8.48906, 0.62923], [1.86552, -7.98993, -0.56352], [2.02400, -7.54639, 1.57086], [4.47840, -7.72720, 0.52532], [3.95069, -9.37666, 1.87582], [4.82181, -9.46642, -1.55104], [4.11372, -9.25688, -2.69610], [4.20260, -7.79408, -3.16250], [3.75658, -6.98232, -2.18681], [3.41916, -7.63467, -4.25052], [2.83610, -9.65743, -2.58950], [4.68766, -9.99983, -3.67207], [5.03753, -10.41365, 0.17902], [3.44530, -10.65581, -0.53517], [1.64005, -9.37099, 0.86016], [5.23418, -7.54183, -3.41315]],
  "atomic_forces_ev_per_a": [[-0.0121, -0.0197, 0.0618], [0.0435, 0.0427, -0.0697], [0.0765, 0.0163, -0.0175], [-0.0238, -0.0539, 0.0425], [-0.0325, 0.0391, 0.1222], [0.0523, -0.1602, -0.0047], [-0.0907, 0.1143, -0.1270], [-0.0291, 0.0599, -0.0691], [-0.0574, 0.0141, 0.0506], [0.0410, -0.1107, -0.1984], [0.0653, 0.0988, 0.1256], [0.0809, 0.0753, -0.1052], [0.0706, -0.1099, 0.1268], [-0.2069, 0.0516, 0.0851], [0.2362, 0.0996, 0.0872], [-0.0219, 0.0024, -0.1571], [-0.1163, -0.2243, -0.0748], [-0.0454, -0.1042, -0.0358], [0.1035, 0.3955, -0.0525], [-0.0718, -0.4089, 0.0971], [0.0572, 0.0943, -0.0283], [0.1167, 0.0193, 0.2630], [-0.0903, 0.1295, 0.0731], [0.0197, -0.0434, -0.0032], [-0.0627, 0.0441, -0.0356], [0.0023, -0.0365, -0.0396], [0.0035, -0.0302, -0.0343], [-0.0665, 0.0335, 0.0659], [0.0260, 0.0154, -0.0182], [-0.0729, -0.0643, 0.0155], [0.1229, 0.0662, -0.0316], [-0.0446, -0.0168, 0.0026], [-0.0540, -0.0659, 0.0052], [0.0251, 0.0618, -0.0477], [0.0072, -0.0138, -0.0740], [-0.0342, 0.1340, 0.0287], [0.1356, -0.0263, 0.0462], [-0.0708, -0.0740, 0.0415], [0.1329, 0.0134, 0.0480], [-0.0211, -0.0953, 0.0499], [0.0509, -0.0261, 0.0585], [-0.0156, 0.1152, -0.0369], [-0.0986, 0.0032, -0.0052], [0.0275, 0.0143, 0.0964], [-0.1675, -0.0361, 0.0824], [0.0434, -0.0386, -0.1145], [-0.0054, -0.0851, 0.0065], [-0.0294, 0.0499, -0.0029], [0.0837, -0.0089, -0.0566], [-0.0751, -0.0228, -0.0248], [0.0451, 0.0592, 0.0063], [-0.0169, -0.0437, -0.0547], [0.0200, 0.0641, -0.0717], [-0.0824, -0.0888, 0.0257], [-0.0633, -0.0082, 0.0827], [0.0225, -0.0553, 0.0023], [0.0482, -0.0232, 0.0225], [0.0559, 0.0276, -0.0594], [0.0061, 0.0754, 0.0450], [-0.0348, 0.0141, 0.0809], [0.0159, -0.0281, -0.0120], [0.0021, 0.1740, 0.0071], [-0.0672, -0.0093, -0.0966], [-0.0750, -0.0182, -0.1560], [0.1369, -0.1130, -0.0609], [-0.3197, -0.0576, -0.3322], [0.1014, 0.0427, 0.0382], [-0.0169, -0.0506, -0.0541], [0.0366, 0.0629, -0.0217], [-0.0028, 0.0045, 0.0236], [0.0000, 0.0222, -0.0028], [0.0019, -0.0269, 0.0018], [0.4015, -0.1500, 0.3796], [-0.1073, 0.0612, -0.2027], [-0.0239, -0.0309, -0.0756], [-0.0386, -0.0308, 0.0376], [0.0173, 0.0213, 0.0018], [-0.0360, -0.0008, 0.1158], [-0.0626, 0.0624, -0.0182], [-0.0311, 0.0097, 0.0130], [0.0399, 0.0277, 0.0982], [-0.0022, 0.0135, 0.0020], [0.0150, -0.0148, 0.0109], [0.0937, 0.2696, 0.2978], [-0.0658, -0.0524, -0.0256], [0.0820, -0.0492, 0.0072], [-0.0581, 0.0499, -0.0159], [-0.0247, -0.0066, -0.0130], [0.0024, 0.0146, -0.0089], [0.0183, -0.0124, 0.0310], [-0.0849, -0.4801, -0.3033], [-0.0096, 0.1595, 0.1518], [-0.0098, 0.0251, 0.0944], [0.0650, -0.0255, -0.0096], [-0.0066, -0.0034, -0.0137], [0.0476, -0.0084, -0.0861], [-0.0009, 0.1100, -0.0021], [-0.0115, 0.0381, -0.0001], [0.0014, -0.0358, -0.0893], [-0.0207, 0.0200, 0.0075], [-0.0035, -0.0152, -0.0072], [-0.1387, 0.0881, 0.3692], [-0.0791, -0.0743, 0.0063], [0.0103, -0.0072, 0.0666], [-0.0490, -0.0384, -0.0276], [0.0061, 0.0132, -0.0177], [-0.0132, 0.0013, -0.0047], [0.1061, 0.0301, -0.0526], [0.3552, -0.1653, -0.4137], [-0.1393, -0.0090, 0.1686], [-0.0070, -0.0227, 0.0813], [0.0315, 0.0438, 0.0015], [-0.0122, -0.0134, -0.0145], [0.0364, 0.0838, -0.0764], [-0.0881, 0.0522, 0.0210], [-0.0469, 0.0155, -0.0139], [0.0281, 0.0176, -0.0863], [-0.0140, 0.0032, -0.0070], [0.0189, -0.0081, -0.0093], [0.0781, -0.3794, -0.0246], [0.0067, 0.0864, -0.0394], [0.0454, -0.0463, 0.0322], [0.0065, 0.0123, -0.0786], [-0.0147, 0.0188, 0.0000], [-0.0101, -0.0018, -0.0166], [0.0145, -0.0043, 0.0346], [0.0078, 0.4901, 0.1651], [0.0683, -0.1710, -0.0922], [0.0283, -0.1325, 0.0379], [-0.0274, 0.1385, 0.0111], [0.0015, 0.0185, -0.0114], [-0.1004, 0.0402, 0.0415], [-0.0388, -0.0689, -0.0509], [-0.0205, -0.0284, -0.0201], [-0.0599, 0.0859, -0.0042], [-0.0044, -0.0013, 0.0001], [0.0062, 0.0156, 0.0167]],
  "lumo_ha": 0.00362,
  "total_energy_ev": -165092.8887,
  "spin_multiplicity": 1,
  "homo_ha": -0.32784
}